Molecular formula: C6H12N2
Method: DFT, ωB97M-V/def2-TZVPD

Cartesian coordinates (Å):
1 H 2.215 0.671 -2.022
2 N 2.245 -0.095 -1.352
3 C 1.766 0.173 -0.209
4 C 1.198 1.482 0.245
5 C 1.781 -0.980 0.799
6 C 2.268 -2.143 0.407
7 H 1.619 1.763 1.210
8 H 0.119 1.362 0.374
9 H 1.386 2.275 -0.480
10 H 1.320 -0.766 1.751
11 H 2.665 -2.091 -0.660
12 H 2.304 -3.025 1.021
13 C -1.766 -0.824 -0.149
14 N -1.934 0.396 0.094
15 C -3.218 0.999 -0.100
16 H -2.554 -1.494 -0.512
17 H -0.786 -1.252 0.005
18 H -3.546 1.412 0.856
19 H -3.985 0.307 -0.482
20 H -3.098 1.831 -0.796

Output
frontier orbital gap	10.53	eV
ΔE to the lowest compared entry with this formula, charge and spin	201.2	kJ/mol
lowest unoccupied orbital energy	1.039	eV
SMILES string	[H]/N=C(\C)C=C.C=NC
E_HOMO	-0.3486	Eh


Molecular formula: C6H8N2O2
Method: DFT, ωB97M-V/def2-TZVPD

Cartesian coordinates (Å):
1 C -2.352 -0.222 -0.098
2 C -1.560 0.542 0.653
3 C 0.486 -0.194 0.405
4 C 1.461 0.112 1.417
5 C 0.390 -0.528 -2.051
6 C 0.701 -1.054 -0.726
7 N -2.860 -1.027 -0.775
8 N -1.446 1.768 1.260
9 O -2.495 2.362 1.556
10 O -0.368 2.250 1.564
11 H 2.383 0.297 0.917
12 H 1.277 0.916 2.084
13 H 1.678 -0.802 2.046
14 H 0.116 0.520 -1.930
15 H 1.195 -0.614 -2.782
16 H -0.458 -0.995 -2.407
17 H 1.853 -1.411 -0.727
18 H -0.002 -1.919 -0.405

Output
frontier orbital gap (alpha / beta)	6.55 / 6.56	eV
ΔE to the lowest compared entry with this formula, charge and spin	974.9	kJ/mol
lowest unoccupied orbital energy (alpha / beta)	-2.168 / -2.167	eV
E_HOMO (alpha / beta)	-0.3205 / -0.3206	Eh


Molecular formula: C55H60N10O2S
Method: DFT, ωB97M-V/def2-TZVPD

Cartesian coordinates (Å):
1 C -0.470 3.875 7.216
2 C -2.018 3.349 7.092
3 S -2.536 2.794 5.379
4 C -1.092 2.704 4.190
5 C -0.252 1.294 4.221
6 O 0.246 0.894 5.545
7 C -0.655 -0.044 6.229
8 O -1.273 -1.100 5.694
9 H -0.129 3.640 8.336
10 H -0.361 5.047 7.094
11 H 0.300 3.322 6.527
12 H -2.289 2.471 7.836
13 H -2.735 4.249 7.391
14 H -0.375 3.653 4.283
15 H -1.557 2.792 3.094
16 H -0.885 0.486 3.659
17 H 0.716 1.475 3.546
18 H -0.801 0.126 7.401
19 C -1.839 0.583 -1.283
20 C -3.060 0.436 -0.632
21 C -3.317 1.238 0.468
22 N -2.449 2.155 0.949
23 C -1.272 2.273 0.298
24 C -0.925 1.520 -0.812
25 H -1.602 -0.028 -2.149
26 H -3.793 -0.286 -0.973
27 H -4.257 1.163 1.008
28 H -0.591 3.015 0.706
29 H 0.034 1.659 -1.297
30 C 1.066 3.689 13.111
31 C -0.266 3.922 12.785
32 C -0.615 3.969 11.445
33 N 0.266 3.806 10.433
34 C 1.552 3.583 10.780
35 C 1.996 3.515 12.091
36 H 1.377 3.644 14.150
37 H -1.015 4.063 13.556
38 H -1.642 4.145 11.140
39 H 2.240 3.457 9.949
40 H 3.041 3.331 12.312
41 C 4.631 2.664 -2.605
42 C 4.221 3.509 -1.579
43 C 2.899 3.449 -1.169
44 N 1.980 2.620 -1.712
45 C 2.407 1.813 -2.707
46 C 3.709 1.797 -3.183
47 H 5.660 2.681 -2.952
48 H 4.915 4.196 -1.109
49 H 2.531 4.086 -0.370
50 H 1.650 1.157 -3.128
51 H 3.997 1.126 -3.984
52 C -0.012 8.818 8.134
53 C -0.959 9.775 8.483
54 C -1.820 9.493 9.531
55 N -1.797 8.339 10.233
56 C -0.868 7.428 9.869
57 C 0.038 7.620 8.839
58 H 0.681 9.004 7.318
59 H -1.024 10.718 7.953
60 H -2.575 10.209 9.844
61 H -0.872 6.508 10.447
62 H 0.764 6.854 8.591
63 C -2.616 1.483 -6.729
64 C -2.037 2.073 -5.610
65 C -1.587 1.249 -4.592
66 N -1.681 -0.099 -4.620
67 C -2.248 -0.644 -5.718
68 C -2.725 0.097 -6.787
69 H -2.979 2.096 -7.548
70 H -1.939 3.150 -5.534
71 H -1.125 1.662 -3.700
72 H -2.314 -1.728 -5.714
73 H -3.170 -0.394 -7.645
74 C 7.034 4.044 10.114
75 C 6.340 2.990 9.530
76 C 5.035 3.212 9.121
77 N 4.394 4.393 9.260
78 C 5.093 5.397 9.833
79 C 6.402 5.273 10.270
80 H 8.060 3.909 10.446
81 H 6.804 2.020 9.395
82 H 4.452 2.422 8.656
83 H 4.555 6.335 9.936
84 H 6.916 6.115 10.721
85 C -3.548 -4.920 -10.372
86 C -2.999 -3.752 -10.891
87 C -2.704 -2.721 -10.014
88 N -2.923 -2.781 -8.682
89 C -3.458 -3.927 -8.208
90 C -3.783 -5.013 -9.004
91 H -3.792 -5.751 -11.028
92 H -2.805 -3.648 -11.952
93 H -2.271 -1.790 -10.370
94 H -3.626 -3.949 -7.135
95 H -4.210 -5.910 -8.569
96 C -1.936 -7.315 -15.568
97 C -3.157 -7.462 -14.917
98 C -3.414 -6.660 -13.817
99 N -2.546 -5.743 -13.336
100 C -1.369 -5.625 -13.987
101 C -1.022 -6.378 -15.097
102 H -1.699 -7.926 -16.434
103 H -3.890 -8.184 -15.258
104 H -4.354 -6.735 -13.277
105 H -0.688 -4.883 -13.579
106 H -0.063 -6.239 -15.582
107 C 5.846 -2.818 7.377
108 C 6.395 -1.650 6.858
109 C 6.690 -0.618 7.735
110 N 6.471 -0.679 9.067
111 C 5.936 -1.824 9.541
112 C 5.611 -2.911 8.745
113 H 5.602 -3.648 6.721
114 H 6.589 -1.545 5.797
115 H 7.123 0.312 7.380
116 H 5.768 -1.847 10.614
117 H 5.184 -3.808 9.180
118 C -4.998 -13.280 -15.474
119 C -5.208 -12.402 -16.532
120 C -4.280 -11.394 -16.741
121 N -3.184 -11.211 -15.974
122 C -3.008 -12.079 -14.953
123 C -3.877 -13.119 -14.667
124 H -5.703 -14.084 -15.280
125 H -6.073 -12.500 -17.179
126 H -4.398 -10.685 -17.556
127 H -2.120 -11.909 -14.350
128 H -3.685 -13.787 -13.835

Output
frontier orbital gap	8.59	eV
lowest unoccupied orbital energy	0.677	eV
SMILES string	CCSCCOC=O.c1ccncc1.c1ccncc1.c1ccncc1.c1ccncc1.c1ccncc1.c1ccncc1.c1ccncc1.c1ccncc1.c1ccncc1.c1ccncc1
E_HOMO	-0.2908	Eh


| no. | molar mass (g/mol) |
| --- | --- |
| 1 | 112.2 |
| 2 | 140.1 |
| 3 | 925.2 |